A 2-piece molecular cluster, C2H3IN2 overall, computed with the ωB97M-V functional and the def2-TZVPD basis.

As for the charge: 0. The calculation puts the molar mass at 182.0 g/mol. Its orbital gap (spin up / spin down) is 7.4 / 7.5 eV. As for the spin multiplicity: 1. For the energy above the lowest of the compared OMol25 structures with the same formula, charge and spin, the calculation gives 474.0 kJ/mol.

The geometry in XYZ format:
```
8
Properties=species:S:1:pos:R:3:forces:R:3:nbo_charge:R:1
C -1.593 0.182 0.056 -2.3 3.1 -2.5 -0.482
C 1.971 -0.176 -0.838 -0.2 1.9 1.5 -0.334
N -0.713 -0.463 0.656 1.1 0.2 0.9 0.076
N 0.014 -1.045 1.281 1.0 -0.8 0.4 -0.042
I 3.769 -0.023 0.133 -0.4 -0.4 -0.5 0.224
H -2.575 -0.162 0.164 -1.2 -0.9 0.3 0.215
H -1.617 1.160 -0.529 1.4 -1.6 1.1 0.246
H 1.901 -0.915 -1.586 0.7 -1.5 -1.0 0.097
```
Positions in Å, forces in eV/Å.

***

A 2-piece molecular cluster, C2H3IN2 overall, computed with the ωB97M-V functional and the def2-TZVPD basis.

As for the charge: 0. The calculation puts the molar mass at 182.0 g/mol. Its orbital gap (spin up / spin down) is 8.5 / 7.1 eV. As for the spin multiplicity: 3. For the energy above the lowest of the compared OMol25 structures with the same formula, charge and spin, the calculation gives 31.0 kJ/mol.

The geometry in XYZ format:
```
8
Properties=species:S:1:pos:R:3:forces:R:3:nbo_charge:R:1
C -1.811 -0.432 0.388 0.5 1.9 -0.6 0.358
C 1.150 -0.048 -0.138 1.0 -0.3 -0.1 -0.568
N -2.290 -1.422 0.773 -0.7 -1.6 0.7 -0.256
N -1.297 0.585 -0.177 -0.7 0.0 -0.5 -0.484
I 2.140 1.604 0.536 -0.2 -0.2 0.0 0.180
H 0.976 -0.867 0.537 0.1 0.0 0.1 0.189
H 1.062 -0.185 -1.201 0.0 0.1 -0.1 0.195
H -1.200 1.440 0.354 -0.1 0.0 0.4 0.386
```
Positions in Å, forces in eV/Å.

***

C2H3Li2O2 as an isolated structure, computed with the ωB97M-V functional and the def2-TZVPD basis.

As for the charge: 0. The calculation puts the molar mass at 72.9 g/mol. Its orbital gap (spin up / spin down) is 5.7 / 5.6 eV. As for the spin multiplicity: 2. For the energy above the lowest of the compared OMol25 structures with the same formula, charge and spin, the calculation gives 0.0 kJ/mol.

The geometry in XYZ format:
```
9
Properties=species:S:1:pos:R:3:forces:R:3:nbo_charge:R:1
H -3.213 -1.394 -1.349 0.3 0.5 0.2 -0.749
O 2.303 0.775 0.637 -0.9 0.3 -0.3 -0.706
C 1.793 -0.376 0.714 0.1 -0.3 0.0 0.188
C 0.465 -0.677 0.298 0.3 -0.9 0.6 0.167
O -0.352 0.217 -0.128 0.0 0.8 -0.2 -0.891
Li -2.069 -0.208 -0.740 -0.4 -0.6 -0.2 0.725
Li 0.664 1.808 -0.082 0.6 -0.5 0.2 0.957
H 2.378 -1.220 1.125 -0.1 0.3 -0.2 0.144
H 0.124 -1.719 0.414 0.1 0.4 -0.2 0.166
```
Positions in Å, forces in eV/Å.

***

C2H3LiNaO2 as an isolated structure, computed with the ωB97M-V functional and the def2-TZVPD basis.

As for the charge: +1. The calculation puts the molar mass at 89.0 g/mol. Its orbital gap is 7.8 eV. As for the spin multiplicity: 1. For the energy above the lowest of the compared OMol25 structures with the same formula, charge and spin, the calculation gives 0.0 kJ/mol.

The geometry in XYZ format:
```
9
Properties=species:S:1:pos:R:3:forces:R:3:nbo_charge:R:1
O 2.112 0.494 -0.994 -1.2 0.6 -2.0 -0.466
C 1.053 0.690 -0.439 3.7 -2.8 3.7 0.368
C -0.222 -0.116 -0.541 -0.8 0.8 -2.1 -0.174
O -0.881 -0.191 0.672 -0.5 0.0 0.7 -1.145
Li -2.146 0.948 1.150 0.3 -0.1 -0.2 0.981
H 0.038 -1.100 -0.987 0.1 0.4 0.3 0.183
H -0.817 0.395 -1.330 -0.2 -0.4 0.2 0.173
Na -0.489 -1.980 1.807 0.2 0.0 -0.1 0.985
H 1.352 0.859 0.663 -1.6 1.4 -0.4 0.095
```
Positions in Å, forces in eV/Å.

***

C2H3LiO2Yb as an isolated structure, computed with the ωB97M-V functional and the def2-TZVPD basis.

As for the charge: +1. The calculation puts the molar mass at 239.0 g/mol. Its orbital gap (spin up / spin down) is 5.5 / 7.4 eV. As for the spin multiplicity: 2. For the energy above the lowest of the compared OMol25 structures with the same formula, charge and spin, the calculation gives 262.2 kJ/mol.

The geometry in XYZ format:
```
9
Properties=species:S:1:pos:R:3:forces:R:3:nbo_charge:R:1
H 1.824 2.054 -0.103 -0.7 -3.7 0.6 0.325
O 0.602 3.031 -0.288 -4.1 0.1 0.5 -0.516
C -0.011 1.920 -0.126 4.6 2.6 -3.5 0.309
C 1.009 0.963 0.284 2.7 1.6 1.4 -0.276
O 0.924 -0.366 -0.060 0.0 -1.0 -0.3 -1.148
Yb 2.542 -2.003 0.206 -0.3 0.5 -0.1 0.991
Li -0.804 -0.815 -0.355 0.2 0.0 0.0 0.953
H -0.651 1.656 -0.993 -1.6 0.3 1.1 0.159
H 1.370 1.159 1.308 -0.8 -0.4 0.2 0.204
```
Positions in Å, forces in eV/Å.

***

A 2-piece molecular cluster, C2H3N overall, computed with the ωB97M-V functional and the def2-TZVPD basis.

As for the charge: 0. The calculation puts the molar mass at 41.1 g/mol. Its orbital gap (spin up / spin down) is 10.2 / 9.2 eV. As for the spin multiplicity: 1. For the energy above the lowest of the compared OMol25 structures with the same formula, charge and spin, the calculation gives 669.3 kJ/mol.

The geometry in XYZ format:
```
6
Properties=species:S:1:pos:R:3:forces:R:3:nbo_charge:R:1
C -0.121 -0.627 0.514 0.3 0.1 0.9 0.201
C -0.123 0.857 0.223 0.1 -0.8 -1.1 -0.249
N -1.197 -0.349 0.056 -0.9 0.0 0.4 -0.351
H 1.478 -2.600 -0.815 0.0 0.0 0.0 0.002
H -0.244 1.766 0.791 -0.3 -0.5 0.7 0.214
H 0.207 0.952 -0.770 0.8 1.1 -0.9 0.183
```
Positions in Å, forces in eV/Å.

***

Copy entry 1 word for word.
A 2-piece molecular cluster, C2H3IN2 overall, computed with the ωB97M-V functional and the def2-TZVPD basis.

As for the charge: 0. The calculation puts the molar mass at 182.0 g/mol. Its orbital gap (spin up / spin down) is 7.4 / 7.5 eV. As for the spin multiplicity: 1. For the energy above the lowest of the compared OMol25 structures with the same formula, charge and spin, the calculation gives 474.0 kJ/mol.

The geometry in XYZ format:
```
8
Properties=species:S:1:pos:R:3:forces:R:3:nbo_charge:R:1
C -1.593 0.182 0.056 -2.3 3.1 -2.5 -0.482
C 1.971 -0.176 -0.838 -0.2 1.9 1.5 -0.334
N -0.713 -0.463 0.656 1.1 0.2 0.9 0.076
N 0.014 -1.045 1.281 1.0 -0.8 0.4 -0.042
I 3.769 -0.023 0.133 -0.4 -0.4 -0.5 0.224
H -2.575 -0.162 0.164 -1.2 -0.9 0.3 0.215
H -1.617 1.160 -0.529 1.4 -1.6 1.1 0.246
H 1.901 -0.915 -1.586 0.7 -1.5 -1.0 0.097
```
Positions in Å, forces in eV/Å.

***

Please write out number 2 again, unchanged.
A 2-piece molecular cluster, C2H3IN2 overall, computed with the ωB97M-V functional and the def2-TZVPD basis.

As for the charge: 0. The calculation puts the molar mass at 182.0 g/mol. Its orbital gap (spin up / spin down) is 8.5 / 7.1 eV. As for the spin multiplicity: 3. For the energy above the lowest of the compared OMol25 structures with the same formula, charge and spin, the calculation gives 31.0 kJ/mol.

The geometry in XYZ format:
```
8
Properties=species:S:1:pos:R:3:forces:R:3:nbo_charge:R:1
C -1.811 -0.432 0.388 0.5 1.9 -0.6 0.358
C 1.150 -0.048 -0.138 1.0 -0.3 -0.1 -0.568
N -2.290 -1.422 0.773 -0.7 -1.6 0.7 -0.256
N -1.297 0.585 -0.177 -0.7 0.0 -0.5 -0.484
I 2.140 1.604 0.536 -0.2 -0.2 0.0 0.180
H 0.976 -0.867 0.537 0.1 0.0 0.1 0.189
H 1.062 -0.185 -1.201 0.0 0.1 -0.1 0.195
H -1.200 1.440 0.354 -0.1 0.0 0.4 0.386
```
Positions in Å, forces in eV/Å.

***

Question: Look up the charge of the sixth one.
Answer: 0